No. 1
Below is 5 unconnected molecules or ions with the total composition C6H22NO5 at a distorted geometry, with properties calculated with the ωB97M-V functional and the def2-TZVPD basis.

Summary:
molecular weight	188.2	g/mol
LUMO energy	3.4	eV
orbital gap	0.3155	Ha
charge	-1

Cartesian coordinates (Å):
O -2.044 0.511 -2.885
O 2.479 3.291 1.747
O -0.132 2.471 0.882
O -1.567 0.466 0.521
O -2.487 1.745 2.502
N 0.958 -0.654 1.344
C -1.502 -0.868 1.028
C 0.607 -0.266 -1.633
C 0.990 -2.808 -1.043
C 2.032 0.116 -1.333
C -0.136 -1.489 0.751
C 0.086 -1.619 -0.790
H 2.318 -0.548 -0.568
H 0.550 -0.472 2.284
H -0.643 1.641 0.665
H -1.791 -0.823 2.019
H -2.426 -1.362 0.466
H 2.803 -0.224 -2.024
H -0.738 3.026 1.207
H 1.739 -2.647 -1.902
H 1.585 -2.919 -0.137
H -0.855 -1.789 -1.295
H -3.403 2.018 2.354
H -2.106 1.015 -2.093
H 2.316 1.209 -1.157
H -1.807 -0.306 -2.490
H 0.475 -3.673 -1.017
H 0.865 0.160 0.759
H -0.015 -2.443 1.353
H 1.452 3.361 1.855
H 0.309 -0.369 -2.776
H -0.223 0.547 -1.393
H -2.079 1.289 1.576
H 2.391 2.412 1.222

No. 2
Below is 5 unconnected molecules or ions with the total composition C6H23NO4 at a distorted geometry, with properties calculated with the ωB97M-V functional and the def2-TZVPD basis.

Summary:
molecular weight	173.3	g/mol
LUMO energy	0.6	eV
SMILES string	CCCCCCN.O.O.O.O
orbital gap	0.3634	Ha

Cartesian coordinates (Å):
O -1.821 -0.345 -4.198
O -0.896 2.908 2.184
O 1.288 1.756 2.798
O 2.025 -1.700 2.168
N 2.437 -0.016 -0.535
C -1.703 -3.046 0.219
C -1.090 -1.674 0.469
C -0.853 0.714 -0.668
C 1.615 1.084 -1.034
C 0.269 0.684 -1.657
C -1.781 -0.561 -0.399
H 2.108 1.867 3.325
H 0.026 -1.784 0.263
H 1.910 -2.338 1.552
H 1.495 1.268 1.974
H -1.541 1.524 -0.851
H 2.224 1.653 -1.574
H -1.148 -1.370 1.469
H -2.003 -0.997 -1.392
H -0.191 2.903 2.836
H -2.703 -3.104 0.700
H -0.551 1.007 0.283
H -1.675 3.478 2.418
H 2.480 -0.951 1.908
H -1.890 -3.369 -0.802
H 0.460 -0.413 -2.057
H 3.262 -0.310 -1.035
H -0.965 0.099 -4.558
H 0.156 1.093 -2.735
H 1.448 1.724 -0.142
H -1.157 -3.754 0.763
H 1.969 -0.820 -0.258
H -1.555 -1.120 -3.588
H -2.716 -0.328 0.047

No. 3
Below is 5 unconnected molecules or ions with the total composition C6H23NO5 at a distorted geometry, with properties calculated with the ωB97M-V functional and the def2-TZVPD basis.

Summary:
molecular weight	189.3	g/mol
LUMO energy	0.3	eV
SMILES string	CCCN(C)CCO.O.O.O.O
orbital gap	0.3330	Ha

Cartesian coordinates (Å):
O 3.214 2.278 0.519
O 0.077 2.248 -0.519
O 2.281 2.129 -2.004
O -1.572 -2.941 -2.004
O 1.087 1.760 2.845
N -1.567 -0.716 -0.075
C 0.496 -2.536 2.016
C -2.481 0.383 0.407
C -0.368 -1.270 1.922
C -0.229 -0.588 0.569
C -1.538 -0.563 -1.555
C -0.863 -1.792 -2.211
H -0.967 0.348 -1.809
H 1.489 1.992 2.007
H 0.325 -3.170 2.886
H -3.491 0.067 0.658
H 0.821 0.817 2.859
H -2.032 -3.026 -1.187
H 1.575 -2.366 1.990
H 0.255 -3.093 1.104
H -2.547 -0.499 -1.940
H 1.671 1.643 -1.416
H -1.384 -1.664 2.066
H 3.672 1.575 0.985
H -0.263 -0.590 2.762
H -2.571 1.183 -0.322
H 0.224 -1.840 -1.998
H 3.435 2.139 -0.419
H 0.222 0.383 0.300
H 2.220 1.750 -2.864
H -0.809 -1.494 -3.281
H 0.549 2.915 -0.032
H -1.924 0.757 1.268
H -0.582 2.692 -1.084
H 0.435 -1.165 -0.106

No. 4
Below is 5 unconnected molecules or ions with the total composition C6H23NO6 at a distorted geometry, with properties calculated with the ωB97M-V functional and the def2-TZVPD basis.

Summary:
molecular weight	205.3	g/mol
LUMO energy	0.6	eV
SMILES string	COCCNCCOC.O.O.O.O
orbital gap	0.3607	Ha

Cartesian coordinates (Å):
O -0.161 1.072 2.527
O 3.984 0.153 -1.718
O -0.534 -3.110 0.722
O 3.003 2.603 -0.805
O 0.960 1.080 -2.186
O -0.305 2.977 -3.956
N -0.092 -0.333 -0.090
C -0.641 1.664 1.263
C -1.335 -2.484 -0.317
C -0.387 -1.459 -1.026
C -1.121 0.556 0.239
C -1.206 -3.509 1.883
C -1.186 0.549 3.325
H 0.184 2.204 0.799
H -2.236 -2.003 0.063
H -0.862 2.493 -4.565
H -1.430 1.091 -0.659
H -0.943 -1.146 -1.910
H 0.505 0.601 -1.494
H 2.228 3.087 -1.090
H 1.889 0.971 -1.983
H 3.724 0.970 -1.292
H 4.731 -0.158 -1.206
H 3.716 3.241 -0.853
H -1.974 0.093 0.735
H 0.344 2.337 -3.664
H -1.556 -0.390 2.914
H -1.588 -3.334 -0.950
H -1.986 -4.221 1.615
H -0.505 -4.007 2.552
H -1.572 -2.600 2.361
H -1.458 2.367 1.427
H 0.065 -0.810 0.787
H -2.038 1.188 3.557
H 0.567 -1.923 -1.276
H -0.784 0.189 4.272

No. 5
Below is 7 unconnected molecules or ions with the total composition C6H23NO6 at a distorted geometry, with properties calculated with the ωB97M-V functional and the def2-TZVPD basis.

Summary:
molecular weight	205.3	g/mol
LUMO energy	0.4	eV
SMILES string	C=CC(=C)CCN.O.O.O.O.O.O
orbital gap	0.3354	Ha

Cartesian coordinates (Å):
O -0.806 -0.146 2.735
O -2.870 1.140 0.786
O 1.898 -0.007 2.995
O -1.361 -2.812 0.734
O -1.067 3.039 0.536
O 1.659 2.271 1.379
N -1.927 0.927 -1.594
C 1.634 -1.524 -0.431
C 1.442 -0.377 -1.396
C 2.110 -2.675 -0.933
C 0.413 -0.304 -2.447
C -1.084 -0.239 -1.960
C 1.977 0.757 -0.965
H -2.348 1.304 -2.436
H 0.515 -1.212 -3.018
H -0.300 3.379 1.009
H -2.084 -3.472 0.544
H -1.413 1.557 -0.944
H -2.515 0.440 0.257
H 1.375 -1.222 0.613
H 2.415 -3.531 -0.349
H 2.712 0.770 -0.232
H 0.954 -0.172 2.938
H -1.116 2.306 1.159
H 2.357 -2.859 -1.988
H 2.035 1.589 1.933
H 0.838 1.903 1.033
H -1.142 -1.107 -1.236
H -3.445 1.757 0.199
H -0.862 -0.793 1.997
H -1.535 -0.581 -2.868
H 1.706 1.733 -1.424
H 2.322 -0.423 3.749
H -1.653 0.325 2.810
H -1.393 -2.216 -0.030
H 0.557 0.477 -3.155

No. 6
Below is 7 unconnected molecules or ions with the total composition C6H23NO7 at a distorted geometry, with properties calculated with the ωB97M-V functional and the def2-TZVPD basis.

Summary:
molecular weight	221.2	g/mol
LUMO energy	0.3	eV
SMILES string	C/C=C/C[C@H](N)C=O.O.O.O.O.O.O
orbital gap	0.3530	Ha

Cartesian coordinates (Å):
O -2.860 -0.328 1.587
O -1.140 3.562 2.532
O -3.365 0.545 -1.598
O -2.883 2.791 -2.303
O -1.354 -2.558 0.814
O -1.389 2.474 0.059
O 2.007 1.672 -2.788
N 1.217 0.730 0.328
C 2.664 -3.173 1.670
C 2.102 1.481 -1.621
C 1.667 -2.157 -0.367
C 1.418 -1.014 -1.360
C 2.009 0.224 -0.790
C 1.945 -2.059 0.955
H 3.000 -0.078 -0.466
H -3.524 2.048 -2.278
H 1.967 -1.187 -2.257
H 1.769 -3.089 -0.795
H -2.461 -1.196 1.706
H -2.163 0.330 1.748
H 3.136 -3.867 0.935
H 0.349 -0.823 -1.725
H 2.045 -3.733 2.461
H -1.478 -3.517 0.512
H 1.697 1.111 1.117
H -1.844 2.465 -0.846
H 1.831 -1.205 1.511
H 3.532 -2.797 2.322
H -2.460 2.849 -3.227
H 0.470 1.284 0.049
H -0.437 -2.393 0.989
H -2.817 -0.057 -2.186
H -1.985 3.088 2.207
H -1.088 3.246 0.219
H -3.327 0.137 -0.727
H -0.656 2.835 2.641
H 2.408 2.360 -1.026

Relative energy (zero: lowest compared OMol25 entry of this formula, charge and spin) readings, ordered: 66.01, 69.35, 47.99, 64.21, 87.17, 65.60 kcal/mol